(1)
DFT (ωB97M-V/def2-TZVPD) results for C30H26BrCl3CoGeI2N3O2P as an isolated structure.

The calculation puts the LUMO energy at -3.05 eV. As for the HOMO energy: -11.2 eV. As for the charge: +1. The total energy comes out at -9824.5583 hartree. The gap between HOMO and LUMO is 8.142 eV. The energy above the lowest of the compared OMol25 structures with the same formula, charge and spin comes out at 4.5 kcal per mole.

Positions of all 70 atoms, in Å:
Co (-0.6002, -1.1247, 0.5216)
C (1.1227, 0.7919, -4.8041)
C (-0.1355, 1.2493, -4.4418)
C (-0.4776, 1.3561, -3.0997)
C (0.4389, 1.0027, -2.1144)
C (1.6996, 0.5367, -2.4846)
C (2.0416, 0.4365, -3.8240)
P (0.0440, 1.0395, -0.3445)
C (0.8178, 2.5614, 0.2704)
C (1.2985, 2.6205, 1.5768)
C (1.8458, 3.7957, 2.0709)
C (1.9186, 4.9179, 1.2591)
C (1.4493, 4.8639, -0.0468)
C (0.9035, 3.6907, -0.5432)
C (-1.7407, 1.1906, -0.1533)
C (-2.5963, 2.2589, -0.4055)
C (-3.9489, 2.0964, -0.1493)
C (-4.4109, 0.8892, 0.3665)
C (-3.5447, -0.1658, 0.6395)
C (-2.1855, -0.0256, 0.3787)
H (1.3893, 0.7124, -5.8498)
H (-0.8552, 1.5244, -5.2018)
H (-1.4645, 1.7102, -2.8250)
H (2.4170, 0.2474, -1.7230)
H (3.0242, 0.0802, -4.1049)
H (1.2401, 1.7491, 2.2186)
H (2.2174, 3.8339, 3.0864)
H (2.3464, 5.8352, 1.6413)
H (1.5126, 5.7374, -0.6819)
H (0.5564, 3.6502, -1.5686)
H (-2.2146, 3.1992, -0.7873)
H (-4.6413, 2.9051, -0.3421)
H (-5.4680, 0.7671, 0.5677)
H (-3.9552, -1.0755, 1.0502)
O (5.4517, -2.8655, 0.2433)
C (4.1602, -2.5306, 0.3283)
C (3.6943, -1.3735, 0.9526)
C (2.3409, -1.1503, 0.9755)
N (1.4118, -1.9680, 0.4414)
C (1.8899, -3.0573, -0.1620)
Br (0.7042, -4.2987, -0.9398)
C (3.2299, -3.3853, -0.2438)
H (6.0123, -2.2149, 0.6829)
H (4.3682, -0.6601, 1.4088)
H (1.9628, -0.2532, 1.4411)
H (3.5498, -4.2923, -0.7335)
I (1.3006, -2.9127, 5.7303)
C (0.3279, -1.4561, 4.6217)
C (-0.2387, -0.3395, 5.2150)
C (-0.8771, 0.5787, 4.3992)
C (-0.9413, 0.3550, 3.0380)
N (-0.3920, -0.7241, 2.4603)
C (0.2302, -1.6113, 3.2515)
H (-0.1880, -0.1934, 6.2854)
H (-1.3366, 1.4659, 4.8111)
H (-1.4541, 1.0494, 2.3910)
H (0.6473, -2.4834, 2.7725)
N (-0.8948, -2.4013, -3.4059)
C (-1.4268, -1.7756, -2.3696)
O (-0.7155, -1.5796, -1.3634)
C (-2.8679, -1.3394, -2.4326)
I (-3.7473, -1.2247, -4.3651)
H (0.0555, -2.7307, -3.3353)
H (-1.4184, -2.5396, -4.2549)
H (-2.9629, -0.3590, -1.9869)
H (-3.4616, -2.0459, -1.8557)
Cl (-0.5659, -4.7183, 1.9509)
Ge (-1.7758, -3.0547, 1.2085)
Cl (-3.0698, -3.9807, -0.2714)
Cl (-3.0476, -2.7867, 2.9584)

Cartesian forces (eV/Å) of the 2 atoms listed first:
0.17 0.12 0.03
-0.01 0.00 -0.01


(2)
DFT (ωB97M-V/def2-TZVPD) results for a 5-piece molecular cluster, C5H22NO4S2 overall in a non-equilibrium geometry.

The calculation puts the LUMO energy (alpha / beta) at 0.30 / 0.14 eV. As for the HOMO energy (alpha / beta): -2.8 / -8.7 eV. As for the spin multiplicity: 2. The total energy comes out at -1355.5784 hartree. The gap between HOMO and LUMO (alpha / beta) is 3.128 / 8.800 eV.

Positions of all 34 atoms, in Å:
N (2.0196, 1.0214, -1.0282)
C (2.5299, -0.3641, -1.6265)
C (1.5128, -1.4431, -1.1662)
S (1.8342, -1.7506, 0.4942)
S (0.6512, -2.9245, 1.5280)
C (-0.9576, -2.3222, 2.1589)
C (-1.3993, -0.9309, 1.6515)
C (-2.7507, -0.9873, 0.9346)
H (1.8921, 0.8217, -0.0217)
H (2.7122, 1.7799, -1.1069)
H (1.1309, 1.3393, -1.6295)
H (2.6013, -0.4340, -2.7346)
H (3.5646, -0.4500, -1.3205)
H (0.4758, -1.1350, -1.4012)
H (1.6699, -2.5128, -1.6010)
H (-0.7571, -2.4016, 3.3762)
H (-1.8440, -2.9610, 2.0295)
H (-0.7076, -0.5586, 0.7766)
H (-1.3210, -0.2177, 2.4951)
H (-2.9655, 0.0176, 0.3716)
H (-2.9162, -1.5517, -0.0086)
H (-3.7417, -1.2074, 1.4617)
H (-0.9744, 3.2507, 1.3613)
H (-1.8044, 2.1891, 2.0062)
O (-0.8637, 2.6679, 2.0805)
H (2.5492, 1.1129, 2.2045)
H (1.5112, 2.1017, 1.7632)
O (2.3407, 1.7125, 1.4785)
H (-1.7390, -0.5200, -2.1853)
H (-1.4967, -0.3130, -3.6099)
O (-1.0264, -0.1949, -2.7086)
H (-0.9240, 2.7271, -1.4566)
H (-0.6393, 2.0757, -2.6601)
O (-0.1672, 2.3630, -1.9070)

Cartesian forces (eV/Å) of the 2 atoms listed first:
-0.20 -1.76 -3.30
-0.83 0.62 -0.35


(3)
DFT (ωB97M-V/def2-TZVPD) results for an isolated molecule of C6H13N in a non-equilibrium geometry.

Its structure (SMILES) is CCC/C(C)=C/N. The calculation puts the LUMO energy at 1.07 eV. As for the HOMO energy: -7.6 eV. The total energy comes out at -291.1142 hartree. The gap between HOMO and LUMO is 8.639 eV. The energy above the lowest of the compared OMol25 structures with the same formula, charge and spin comes out at 28.0 kcal per mole.

Positions of all 20 atoms, in Å:
C (-1.2709, -1.3170, -2.1027)
C (-1.4220, -0.3735, -0.9457)
C (-0.2375, 0.5941, -0.8523)
C (0.5147, 0.6088, 0.5087)
C (0.2007, 1.7163, 1.5458)
C (1.3214, -0.4314, 0.7441)
N (2.1418, -0.6976, 1.8238)
H (-1.3712, -0.8710, -3.0749)
H (-0.3055, -1.8027, -2.0880)
H (-2.0143, -2.1390, -1.9798)
H (-1.4300, -0.9152, 0.0119)
H (-2.4390, 0.2044, -0.9458)
H (0.4713, 0.7859, -1.6146)
H (-0.5716, 1.6696, -0.9638)
H (-0.7842, 1.4629, 2.0019)
H (0.3135, 2.6952, 1.0589)
H (0.9353, 1.8011, 2.3775)
H (1.3833, -1.1718, -0.0785)
H (1.8877, -0.2781, 2.7119)
H (2.6766, -1.5410, 1.8616)

Cartesian forces (eV/Å) of the 2 atoms listed first:
-1.02 -1.52 0.46
-0.84 1.33 0.38


(4)
DFT (ωB97M-V/def2-TZVPD) results for C16H19BN6TeTi as an isolated structure in a non-equilibrium geometry.

The calculation puts the LUMO energy (alpha / beta) at -8.55 / -8.55 eV. As for the HOMO energy (alpha / beta): -14.9 / -14.9 eV. As for the charge: +2. The total energy comes out at -2091.4196 hartree. The gap between HOMO and LUMO (alpha / beta) is 6.327 / 6.327 eV. The energy above the lowest of the compared OMol25 structures with the same formula, charge and spin comes out at 0.0 kcal per mole.

Positions of all 44 atoms, in Å:
H (0.8379, 3.2308, 0.1688)
N (0.3829, 1.7116, -1.2412)
B (0.0180, 0.3308, -3.3647)
N (0.3963, 1.6608, -2.6288)
C (0.7534, 2.8671, -3.1067)
Ti (0.0263, -0.1150, -0.2922)
H (0.8215, 3.0237, -4.1733)
C (0.9900, 3.7264, -2.0319)
H (1.2937, 4.7551, -2.0708)
C (0.7494, 2.9695, -0.8776)
H (0.0663, 0.4872, -4.5528)
C (-0.5615, -1.6401, 1.0474)
H (-0.6081, -1.5556, 2.1368)
H (0.0366, -2.5239, 0.7679)
H (-1.5758, -1.7878, 0.6265)
N (-1.4329, -0.0591, -2.9161)
N (1.0216, -0.7793, -2.9095)
N (-1.7317, -0.2230, -1.5794)
N (1.1344, -1.0938, -1.5605)
C (-2.5552, -0.2305, -3.6420)
C (1.8948, -1.5337, -3.5904)
H (-2.5184, -0.1286, -4.7151)
H (1.9653, -1.4316, -4.6601)
C (-3.6059, -0.5302, -2.7729)
C (2.5897, -2.3557, -2.6985)
C (-3.0501, -0.5162, -1.4857)
C (2.0899, -2.0570, -1.4312)
H (-4.6263, -0.7368, -3.0283)
H (3.3485, -3.0741, -2.9274)
H (-3.5159, -0.6909, -0.5264)
H (2.3403, -2.4370, -0.4537)
H (-0.0392, 0.9080, 1.3451)
Te (1.5737, 0.4298, 1.7611)
C (0.7269, 0.1681, 3.7406)
C (-0.4865, 0.7675, 4.0871)
C (-1.0120, 0.5457, 5.3649)
C (-0.3038, -0.2274, 6.2939)
C (0.9269, -0.7966, 5.9399)
C (1.4514, -0.6061, 4.6545)
H (-1.0105, 1.3873, 3.3607)
H (-1.9730, 0.9826, 5.6315)
H (-0.7138, -0.3865, 7.2919)
H (1.4823, -1.3892, 6.6656)
H (2.4027, -1.0464, 4.3533)

Cartesian forces (eV/Å) of the 2 atoms listed first:
-0.06 0.08 -0.18
0.38 0.55 0.21


(5)
DFT (ωB97M-V/def2-TZVPD) results for C45H37N3O6S3SeTeW as an isolated structure.

The calculation puts the LUMO energy (alpha / beta) at 4.16 / 4.16 eV. As for the HOMO energy (alpha / beta): -1.6 / -1.6 eV. As for the charge: -2. The total energy comes out at -6283.8229 hartree. The gap between HOMO and LUMO (alpha / beta) is 5.799 / 5.798 eV. The energy above the lowest of the compared OMol25 structures with the same formula, charge and spin comes out at 30.3 kcal per mole.

Positions of all 97 atoms, in Å:
W (0.4027, 0.0781, 1.0576)
S (-0.7750, 3.7251, 2.5476)
C (-0.9451, 3.3172, 0.9225)
N (-0.7621, 2.1720, 0.2530)
C (-1.0617, 2.3444, -1.1150)
C (-1.0898, 1.3530, -2.0975)
C (-1.3759, 1.6697, -3.4116)
C (-1.6681, 2.9788, -3.7878)
C (-1.7034, 3.9725, -2.8265)
C (-1.4107, 3.6455, -1.5077)
S (-1.4206, 4.6678, -0.1143)
H (-0.9193, 0.3311, -1.8168)
H (-1.3671, 0.8763, -4.1505)
H (-1.8844, 3.2145, -4.8236)
H (-1.9635, 4.9923, -3.0879)
O (-1.5693, 0.4953, 2.2068)
S (-1.0564, 0.5016, 3.5922)
O (-1.6594, 1.3646, 4.5642)
N (0.4489, 0.8027, 3.1859)
C (1.5554, 0.6138, 3.9760)
C (1.6489, 0.7446, 5.3455)
C (2.8884, 0.5543, 5.9802)
C (4.0230, 0.2708, 5.2667)
C (3.9544, 0.1561, 3.8585)
C (5.0705, -0.1124, 3.0377)
C (4.8901, -0.2134, 1.6941)
C (3.6052, -0.0655, 1.1457)
N (2.5381, 0.1955, 1.8710)
C (2.7145, 0.3119, 3.2217)
C (-1.4189, -1.1335, 4.2134)
C (-0.6150, -1.7885, 5.1336)
C (-0.9708, -3.0589, 5.5549)
C (-2.1209, -3.6632, 5.0635)
C (-2.9225, -2.9902, 4.1555)
C (-2.5739, -1.7197, 3.7210)
H (0.7700, 1.0097, 5.9203)
H (2.9414, 0.6491, 7.0586)
H (4.9785, 0.1368, 5.7599)
H (6.0472, -0.2426, 3.4900)
H (5.7118, -0.4264, 1.0248)
H (3.4493, -0.1896, 0.0876)
H (0.2989, -1.3374, 5.4893)
H (-0.3327, -3.5871, 6.2529)
H (-2.3763, -4.6706, 5.3704)
H (-3.8098, -3.4626, 3.7531)
H (-3.1669, -1.2049, 2.9787)
C (1.2219, -1.8331, -5.2314)
C (0.7923, -2.2397, -3.9772)
C (0.9309, -1.4206, -2.8608)
C (1.4967, -0.1498, -2.9849)
C (1.9207, 0.2420, -4.2655)
C (1.7944, -0.5788, -5.3714)
C (1.7358, 0.8633, -1.9382)
C (1.6047, 1.0433, -0.6029)
C (2.4415, 2.2397, -0.1654)
C (3.6430, 2.5525, -0.8258)
C (4.4309, 3.6331, -0.4530)
C (4.0583, 4.4348, 0.6152)
C (2.9102, 4.1094, 1.3221)
C (2.1339, 3.0224, 0.9496)
H (1.1141, -2.4883, -6.0889)
H (0.3372, -3.2118, -3.8589)
H (0.6042, -1.7774, -1.8929)
H (2.3548, 1.2287, -4.3868)
H (2.1407, -0.2362, -6.3402)
H (2.1940, 1.7125, -2.4396)
H (3.9984, 1.9075, -1.6179)
H (5.3515, 3.8313, -0.9923)
H (4.6633, 5.2879, 0.9026)
H (2.5954, 4.6975, 2.1770)
H (1.2740, 2.7935, 1.5511)
C (-5.5550, -1.8236, -5.1240)
C (-4.6288, -1.6973, -3.9426)
C (-4.6400, -0.5719, -3.1361)
C (-3.8085, -0.4523, -2.0209)
C (-3.9348, 0.7840, -1.1709)
C (-2.9194, -1.4938, -1.7059)
Te (-1.7255, -1.5404, 0.0507)
C (-2.9214, -2.6564, -2.4971)
C (-2.0468, -3.8407, -2.1886)
C (-3.7652, -2.7307, -3.6016)
H (-5.9705, -0.8535, -5.4023)
H (-6.3936, -2.4913, -4.9046)
H (-5.0358, -2.2310, -5.9950)
H (-5.3188, 0.2450, -3.3688)
H (-4.8889, 1.2824, -1.3621)
H (-3.1418, 1.4993, -1.3727)
H (-3.8624, 0.5313, -0.1107)
H (-0.9978, -3.5649, -2.1162)
H (-2.1710, -4.6102, -2.9544)
H (-2.2796, -4.2708, -1.2114)
H (-3.7473, -3.6312, -4.2115)
O (0.8297, -4.1109, 1.0124)
Se (1.4365, -2.6938, 1.4361)
O (1.4717, -1.5247, 0.1747)
O (0.3960, -1.7130, 2.3398)
O (2.8784, -2.7818, 2.1450)

Cartesian forces (eV/Å) of the 2 atoms listed first:
-0.44 -0.08 -0.27
-0.06 -0.06 -0.13


(6)
DFT (ωB97M-V/def2-TZVPD) results for C24H53N4OPtSbSi2 as an isolated structure.

The calculation puts the LUMO energy at -5.41 eV. As for the HOMO energy: -12.8 eV. As for the charge: +2. The total energy comes out at -2178.5950 hartree. The gap between HOMO and LUMO is 7.401 eV. The energy above the lowest of the compared OMol25 structures with the same formula, charge and spin comes out at 4.8 kcal per mole.

Positions of all 86 atoms, in Å:
Pt (0.4988, 0.1483, -1.5385)
C (1.3224, -1.8107, -2.6036)
Si (2.8036, -1.5331, -1.4286)
C (4.3069, -2.1786, -2.3156)
C (2.5409, -2.4894, 0.1621)
C (2.5648, 0.2764, -1.1338)
Si (3.4610, 1.5941, -2.1351)
C (2.6525, 1.7883, -3.8254)
C (3.4102, 3.2227, -1.1733)
C (5.2636, 1.1660, -2.3818)
H (1.0151, -2.8601, -2.5921)
H (1.5466, -1.5265, -3.6310)
H (0.2455, -1.4410, -2.3966)
H (4.2379, -3.2644, -2.4234)
H (5.2310, -1.9587, -1.7779)
H (4.3941, -1.7508, -3.3156)
H (2.4447, -3.5654, -0.0080)
H (1.6654, -2.1271, 0.7105)
H (3.4112, -2.3522, 0.8090)
H (2.6995, 0.5071, -0.0683)
H (1.5603, 1.7448, -3.7790)
H (2.9741, 0.9868, -4.4960)
H (2.9357, 2.7306, -4.2989)
H (2.7624, 3.1776, -0.2951)
H (3.0936, 4.0671, -1.7895)
H (4.4138, 3.4554, -0.8107)
H (5.4067, 0.3301, -3.0663)
H (5.7479, 0.9160, -1.4348)
H (5.7924, 2.0260, -2.8007)
N (-0.5962, -1.1516, 6.6096)
C (0.7499, -1.3848, 5.9686)
C (0.5855, -1.4149, 4.4525)
N (-0.0755, -0.2314, 3.9266)
C (-1.3729, -0.0254, 4.5551)
C (-1.2806, 0.0815, 6.0725)
H (-0.4888, -1.0769, 7.6221)
H (-1.1937, -1.9642, 6.4416)
H (1.1507, -2.3147, 6.3686)
H (1.3844, -0.5559, 6.2816)
H (0.0099, -2.2985, 4.1589)
H (1.5742, -1.5202, 4.0061)
H (0.4940, 0.5937, 4.0904)
H (-2.0339, -0.8522, 4.2751)
H (-1.8234, 0.8895, 4.1759)
H (-2.2545, 0.1520, 6.5534)
H (-0.6632, 0.9321, 6.3617)
N (0.0148, 2.8055, 4.0762)
C (0.0406, 2.9513, 2.9372)
C (0.0900, 3.0600, 1.5048)
C (-0.0388, 4.2788, 0.8456)
C (-0.0091, 4.2720, -0.5358)
C (0.1461, 3.0704, -1.2036)
N (0.2733, 1.9024, -0.5585)
C (0.2481, 1.8899, 0.7782)
H (-0.1547, 5.1987, 1.4024)
H (-0.0972, 5.1879, -1.1018)
H (0.1834, 3.0220, -2.2831)
H (0.3367, 0.9341, 1.2760)
C (-1.5607, -4.2081, -0.2066)
O (-0.8447, -2.9726, -0.1733)
H (-1.2272, -4.8895, 0.5781)
H (-1.4641, -4.7066, -1.1738)
H (-2.6104, -3.9765, -0.0380)
H (0.0977, -3.1675, -0.2256)
C (-3.1972, -0.8217, 0.7726)
C (-3.2600, 0.3463, -0.2056)
Sb (-2.1030, 0.0160, -1.9731)
C (-2.8663, 1.5098, -3.3053)
C (-4.2561, 2.0349, -2.9587)
C (-2.9148, -1.7892, -2.7596)
C (-4.4109, -1.7218, -3.0450)
H (-3.7741, -0.5969, 1.6725)
H (-2.1713, -1.0566, 1.0600)
H (-3.6262, -1.7241, 0.3345)
H (-2.8763, 1.2635, 0.2490)
H (-4.2842, 0.5521, -0.5168)
H (-2.8451, 1.0567, -4.2983)
H (-2.1379, 2.3222, -3.3220)
H (-4.9963, 1.2362, -2.9128)
H (-4.5908, 2.7473, -3.7134)
H (-4.2634, 2.5499, -1.9971)
H (-2.6724, -2.5638, -2.0314)
H (-2.3461, -2.0143, -3.6639)
H (-4.9838, -1.4709, -2.1501)
H (-4.7743, -2.6844, -3.4062)
H (-4.6420, -0.9805, -3.8103)

Cartesian forces (eV/Å) of the 2 atoms listed first:
0.07 0.01 0.04
-0.15 -0.02 0.05